Entry 1:
Molecular formula: C30H46BrN3P2Pt
Method: DFT, ωB97M-V/def2-TZVPD

Structure (ORCA input):
```
! RIJCOSX wB97M-V def2-TZVPD def2/J DEFGRID3
* xyz 2 3
C 0.167 -6.028 0.054
C 0.763 -5.624 -1.145
C 0.029 -5.811 -2.308
C -1.364 -6.000 -2.199
N -1.946 -6.066 -1.007
C -1.219 -6.185 0.111
C 1.956 -4.815 -1.057
C 2.582 -3.840 -0.628
C 3.007 -2.623 -0.055
C 2.834 -2.311 1.303
C 2.631 -1.011 1.670
C 2.340 -0.089 0.653
C 3.103 -0.256 -0.514
C 3.398 -1.554 -0.895
Pt 1.084 1.411 1.096
P -0.688 -0.009 0.520
H 0.481 -5.626 -3.266
H 0.802 -6.025 0.923
H -1.989 -6.002 -3.101
H -1.719 -6.363 1.071
H 3.841 -1.672 -1.877
H 2.761 -3.087 2.066
H 3.376 0.592 -1.117
H 2.662 -0.695 2.732
C -2.249 1.003 0.517
C -3.520 0.525 -0.194
H -1.965 1.995 0.133
H -2.470 1.115 1.590
H -4.274 1.314 -0.068
H -3.405 0.368 -1.274
H -3.955 -0.384 0.238
C -0.653 -1.115 -0.976
C -1.745 -2.168 -1.192
H 0.316 -1.628 -0.899
H -0.588 -0.441 -1.842
H -1.651 -2.569 -2.211
H -1.654 -3.027 -0.511
H -2.759 -1.761 -1.104
C -1.024 -1.320 1.793
C -2.472 -1.717 2.075
H -0.531 -0.995 2.718
H -0.458 -2.185 1.421
H -2.476 -2.483 2.860
H -3.095 -0.891 2.438
H -2.984 -2.154 1.210
Br 1.721 3.877 1.421
P 0.576 2.372 -1.736
C -0.898 2.128 -2.804
C -1.171 3.218 -3.833
H -1.756 2.002 -2.123
H -0.755 1.163 -3.311
H -2.147 3.017 -4.285
H -1.226 4.212 -3.381
H -0.447 3.227 -4.660
C 1.021 4.159 -1.736
C 2.015 4.664 -2.776
H 1.468 4.374 -0.730
H 0.079 4.729 -1.753
H 2.200 5.730 -2.587
H 2.996 4.177 -2.697
H 1.671 4.579 -3.815
C 1.893 1.574 -2.708
C 1.918 1.562 -4.227
H 1.849 0.529 -2.374
H 2.827 2.008 -2.328
H 2.756 0.903 -4.502
H 1.001 1.132 -4.654
H 2.136 2.558 -4.638
C -1.931 3.890 4.758
C -0.950 2.859 4.399
C -0.306 1.860 5.108
C 0.444 1.099 4.209
N 0.275 1.649 2.976
N -0.565 2.700 3.126
C 1.232 -0.084 4.593
H -2.520 3.526 5.611
H -1.397 4.818 5.024
H -2.603 4.096 3.912
H -0.346 1.665 6.162
H -0.623 3.406 2.392
H 0.889 -0.367 5.607
H 1.090 -0.945 3.930
H 2.308 0.143 4.677
*
```

## Properties
- HOMO energy (spin up / spin down) (eV) = -13.331 / -14.093
- expectation value of S² = 2.05
- calculated total energy (Eh) = -4710.33860

Entry 2:
Molecular formula: C30H46ClCoN6O4SSi4Te
Method: DFT, ωB97M-V/def2-TZVPD

Structure (ORCA input):
```
! RIJCOSX wB97M-V def2-TZVPD def2/J DEFGRID3
* xyz 0 5
Co -15.256 -5.895 -13.293
C -9.254 -3.384 -13.368
C -10.383 -4.388 -13.472
N -11.534 -3.931 -12.727
C -12.803 -4.395 -12.919
S -13.255 -5.622 -14.091
N -13.694 -3.886 -12.062
N -14.921 -4.299 -12.325
C -15.964 -3.649 -11.778
C -15.850 -2.526 -10.776
C -17.216 -4.121 -12.348
C -18.416 -3.400 -12.398
C -19.454 -3.917 -13.124
C -19.306 -5.131 -13.822
C -18.100 -5.801 -13.701
N -17.082 -5.272 -13.028
H -8.444 -3.732 -14.040
H -8.914 -3.318 -12.319
H -9.518 -2.425 -13.816
H -10.077 -5.381 -13.042
H -10.710 -4.663 -14.502
H -11.388 -3.189 -12.024
H -15.910 -2.987 -9.793
H -16.633 -1.783 -11.016
H -14.845 -2.105 -10.852
H -18.460 -2.454 -11.878
H -20.370 -3.328 -13.152
H -20.039 -5.545 -14.533
H -17.861 -6.687 -14.260
O -15.116 -11.543 -12.250
C -15.522 -11.397 -13.510
O -15.691 -12.289 -14.295
C -15.691 -9.981 -13.991
C -15.941 -9.576 -15.340
Cl -16.511 -10.461 -16.645
N -15.780 -8.214 -15.398
N -15.631 -7.636 -14.094
C -15.428 -8.719 -13.302
C -15.135 -8.386 -11.869
O -14.862 -9.321 -11.054
O -15.064 -7.127 -11.566
C -15.558 -7.449 -16.544
C -15.853 -6.073 -16.631
C -15.431 -5.343 -17.738
C -14.779 -5.927 -18.842
C -14.416 -7.264 -18.709
C -14.912 -8.071 -17.662
H -15.066 -10.624 -11.725
H -16.416 -5.532 -15.849
H -15.628 -4.282 -17.823
H -14.543 -5.314 -19.741
H -13.701 -7.690 -19.418
H -14.718 -9.163 -17.628
C -6.508 -11.533 -11.769
Si -7.276 -9.832 -12.064
C -7.185 -8.842 -10.449
C -6.283 -8.732 -13.323
Si -9.554 -10.166 -12.816
Te -10.849 -8.233 -12.104
Si -9.888 -9.609 -15.144
C -8.757 -10.769 -16.174
C -11.687 -9.899 -15.627
C -9.404 -7.801 -15.518
Si -10.781 -11.938 -11.893
C -11.847 -11.604 -10.336
C -9.458 -13.216 -11.366
C -11.878 -12.744 -13.238
H -5.412 -11.399 -12.000
H -6.886 -12.265 -12.538
H -6.685 -12.020 -10.791
H -6.115 -8.753 -10.147
H -7.736 -9.373 -9.616
H -7.636 -7.817 -10.528
H -5.230 -8.571 -12.915
H -6.722 -7.723 -13.508
H -6.097 -9.206 -14.317
H -8.914 -11.789 -15.907
H -7.705 -10.527 -15.909
H -8.794 -10.704 -17.281
H -11.966 -10.967 -15.646
H -12.160 -9.468 -16.558
H -12.211 -9.485 -14.735
H -8.599 -7.403 -14.853
H -10.259 -7.183 -15.210
H -9.153 -7.702 -16.591
H -11.188 -11.316 -9.466
H -12.443 -12.542 -10.194
H -12.637 -10.849 -10.389
H -8.859 -12.726 -10.582
H -8.792 -13.451 -12.194
H -9.961 -14.077 -10.921
H -12.468 -12.065 -13.875
H -12.604 -13.384 -12.718
H -11.240 -13.384 -13.869
*
```

## Properties
- HOMO energy (spin up / spin down) (eV) = -6.014 / -7.242
- expectation value of S² = 6.04
- calculated total energy (Eh) = -5467.42112

Entry 3:
Molecular formula: C30H46N4O22P2
Method: DFT, ωB97M-V/def2-TZVPD

Structure (ORCA input):
```
! RIJCOSX wB97M-V def2-TZVPD def2/J DEFGRID3
* xyz 0 1
N 2.095 -1.673 1.622
C 1.335 -2.197 2.301
C 0.389 -2.881 3.201
C -1.019 -2.841 2.594
C -1.664 -1.546 2.191
O -2.865 -1.516 2.008
O -0.914 -0.438 2.009
C 0.599 -2.470 4.711
C 1.091 -3.638 5.418
N 1.386 -4.618 5.937
P -0.839 -1.924 5.790
N -1.454 -0.531 4.974
O -2.050 -2.997 5.470
P 2.034 -1.188 4.881
N 1.349 0.255 4.287
O 2.081 -0.974 6.490
H 0.710 -3.922 3.115
H -0.921 -3.391 1.650
H -1.750 -3.406 3.163
H -1.528 0.297 2.156
H -2.423 -0.452 5.274
H -0.944 0.265 5.349
H -2.078 -3.564 6.255
H 1.936 0.541 3.510
H 0.422 0.147 3.887
H 2.858 -1.494 6.774
C -3.748 -2.711 -3.474
C -3.226 -2.792 -2.062
C -2.167 -1.777 -1.696
O -1.453 -2.466 -0.654
C -1.593 -3.785 -0.872
O -0.959 -4.598 -0.266
O -2.499 -4.030 -1.831
H -4.207 -3.661 -3.753
H -4.492 -1.922 -3.564
H -2.953 -2.511 -4.184
H -4.053 -2.770 -1.347
H -2.564 -0.835 -1.327
H -1.476 -1.581 -2.515
C -2.792 4.022 -4.881
C -2.837 2.638 -4.289
C -1.561 2.127 -3.660
O -1.724 0.698 -3.787
C -2.506 0.476 -4.868
O -2.689 -0.598 -5.353
O -3.052 1.625 -5.305
H -3.612 4.149 -5.588
H -2.889 4.763 -4.098
H -1.867 4.219 -5.419
H -3.671 2.567 -3.583
H -1.451 2.403 -2.614
H -0.672 2.422 -4.210
C -4.527 3.742 1.678
C -5.211 4.423 0.518
C -6.189 3.570 -0.257
O -6.153 4.183 -1.555
C -4.936 4.754 -1.701
O -4.509 5.180 -2.726
O -4.269 4.760 -0.522
H -3.615 4.274 1.945
H -5.185 3.717 2.546
H -4.250 2.718 1.425
H -5.681 5.353 0.846
H -7.199 3.585 0.143
H -5.852 2.536 -0.357
C 2.259 -4.082 -1.467
C 3.208 -4.932 -0.663
C 3.147 -4.708 0.830
O 4.474 -5.077 1.244
C 5.302 -4.851 0.193
O 6.489 -4.873 0.256
O 4.587 -4.590 -0.927
H 2.580 -4.006 -2.505
H 1.255 -4.501 -1.438
H 2.220 -3.069 -1.063
H 3.082 -5.990 -0.906
H 2.404 -5.323 1.333
H 2.987 -3.658 1.086
C 1.796 8.548 -4.136
C 1.419 7.503 -5.156
C 0.057 7.665 -5.791
O -0.269 6.312 -6.142
C 0.380 5.503 -5.276
O 0.178 4.334 -5.172
O 1.274 6.202 -4.545
H 2.590 8.178 -3.489
H 2.142 9.455 -4.631
H 0.947 8.803 -3.501
H 2.197 7.419 -5.920
H 0.057 8.299 -6.674
H -0.693 8.025 -5.083
C 6.493 -2.294 2.172
C 6.533 -2.645 3.639
C 6.503 -4.120 3.961
O 5.906 -4.125 5.270
C 5.122 -3.033 5.355
O 4.329 -2.845 6.228
O 5.337 -2.202 4.318
H 6.160 -1.266 2.036
H 7.481 -2.406 1.728
H 5.798 -2.938 1.633
H 7.383 -2.157 4.126
H 7.485 -4.585 3.987
H 5.853 -4.681 3.286
*
```

## Properties
- SMILES = N#C[C@H](CC(=O)O)C(C#N)(P(N)O)P(N)O.C[C@@H]1COC(=O)O1.C[C@@H]1COC(=O)O1.C[C@@H]1COC(=O)O1.C[C@@H]1COC(=O)O1.C[C@@H]1COC(=O)O1.C[C@@H]1COC(=O)O1
- HOMO energy (eV) = -8.279
- calculated total energy (Eh) = -3727.94280

Entry 4:
Molecular formula: C30H47BrN4OP2V
Method: DFT, ωB97M-V/def2-TZVPD

Structure (ORCA input):
```
! RIJCOSX wB97M-V def2-TZVPD def2/J DEFGRID3
* xyz 2 4
N -6.902 5.262 -5.563
C -6.685 5.859 -4.389
C -5.873 5.290 -3.401
C -5.236 4.055 -3.649
C -5.489 3.437 -4.902
C -6.334 4.082 -5.818
C -4.318 3.464 -2.679
V 0.082 -0.255 1.153
P 6.231 -1.148 0.073
C -3.406 2.509 -3.009
C -2.495 1.936 -2.068
C -1.313 1.317 -2.535
C -0.365 0.859 -1.632
C -0.633 1.017 -0.272
C -1.833 1.534 0.238
C -2.758 2.042 -0.682
Br 2.231 0.292 0.258
H -4.341 3.904 -1.674
H -3.271 2.219 -4.056
H -5.723 5.821 -2.462
H -5.054 2.479 -5.177
H -7.169 6.823 -4.219
H -6.553 3.626 -6.788
H -1.143 1.255 -3.615
H -3.682 2.516 -0.344
H 0.573 0.423 -1.973
H -2.048 1.602 1.309
P -0.519 -2.308 0.230
C 5.777 0.608 0.346
C 6.861 1.581 -0.134
H 5.589 0.744 1.421
H 4.842 0.798 -0.195
H 6.650 2.592 0.233
H 7.861 1.299 0.218
H 6.892 1.631 -1.229
C 5.453 -1.559 -1.532
C 6.138 -2.747 -2.220
H 5.554 -0.657 -2.153
H 4.386 -1.758 -1.356
H 5.806 -2.817 -3.262
H 7.229 -2.642 -2.228
H 5.896 -3.699 -1.734
C 5.247 -2.118 1.266
C 5.995 -2.292 2.597
H 5.048 -3.105 0.820
H 4.302 -1.574 1.401
H 5.447 -2.975 3.256
H 7.003 -2.705 2.460
H 6.099 -1.334 3.119
C -0.418 -3.636 1.488
C -1.479 -4.735 1.408
H -0.452 -3.129 2.466
H 0.591 -4.060 1.371
H -2.445 -4.391 1.797
H -1.626 -5.108 0.387
H -1.160 -5.584 2.026
C 0.683 -2.805 -1.066
C 0.202 -2.749 -2.514
H 1.001 -3.823 -0.801
H 1.551 -2.145 -0.914
H -0.548 -3.525 -2.710
H -0.222 -1.776 -2.789
H 1.051 -2.938 -3.183
C -2.177 -2.374 -0.531
C -3.329 -1.967 0.392
H -2.309 -3.397 -0.919
H -2.136 -1.698 -1.399
H -3.859 -1.103 -0.032
H -4.054 -2.787 0.485
H -2.999 -1.683 1.406
C -2.711 -0.187 5.684
N -1.711 0.526 4.891
C -1.245 1.728 5.356
C -0.337 2.429 4.615
C 0.130 1.865 3.414
N -0.279 0.640 2.999
C -1.264 -0.022 3.711
O -1.725 -1.091 3.251
N 0.968 2.516 2.606
H -3.015 -1.084 5.146
H -3.579 0.465 5.858
H -2.288 -0.457 6.662
H -1.645 2.039 6.319
H 0.054 3.382 4.944
H 1.300 3.430 2.900
H 1.436 2.050 1.825
*
```

## Properties
- HOMO energy (spin up / spin down) (eV) = -11.780 / -11.856
- expectation value of S² = 3.80
- calculated total energy (Eh) = -5665.81825